{
  "formula": "C31H32As2ClIN2O4W",
  "method": "ωB97M-V with the def2-TZVPD basis set",
  "largest_force_ev_per_a": 0.430,
  "total_charge": 2,
  "multiplicity": 1,
  "e_tot_ev": -187950.299,
  "e_homo_ev": [-14.04, -14.04],
  "mol_weight_g_mol": 992.65,
  "de_lowest_kcal_mol": 5.1,
  "species": ["C", "C", "H", "O", "H", "C", "C", "O", "C", "H", "H", "H", "H", "H", "H", "C", "C", "I", "H", "H", "H", "H", "H", "W", "H", "H", "H", "C", "C", "N", "H", "H", "H", "C", "C", "C", "As", "C", "C", "H", "C", "H", "C", "H", "C", "H", "C", "H", "C", "C", "C", "H", "C", "H", "C", "C", "H", "O", "H", "C", "C", "N", "C", "C", "H", "H", "As", "C", "C", "H", "O", "H", "Cl", "C"],
  "xyz": [[-1.242975, -4.331723, 1.280421], [1.741379, 1.478440, 2.124190], [-1.635278, 4.064500, -0.182376], [0.036062, 1.142607, -1.139478], [0.000009, -2.752650, -1.474345], [-2.815081, 0.053618, -3.562028], [3.594545, 0.918960, -4.663261], [1.344692, -0.355804, -0.356298], [1.380992, -4.351422, 3.817510], [-2.219050, -4.037385, 1.669966], [-3.096544, -2.214023, 0.689267], [-4.290150, 0.224427, 1.126773], [2.723045, -0.539552, 3.605789], [-3.252121, -3.025235, -0.884947], [3.423171, -0.789519, -1.754249], [1.850275, -0.770178, 3.002879], [1.113074, 0.475667, -1.308617], [-1.575356, 0.666023, 3.179152], [-3.604945, 0.890279, -5.369342], [3.291401, -3.623476, 5.389566], [2.159832, 2.340852, -5.382765], [-3.595075, 3.508563, -1.986215], [-1.145764, -3.941161, 0.267460], [-0.294496, 0.235190, 0.833442], [0.532750, 3.661664, -0.174735], [-4.095886, 3.087844, -4.358490], [3.654406, 4.143407, 2.716178], [-0.635650, -2.162775, -2.131405], [3.000486, -2.726857, 4.841458], [1.336591, 0.143233, 2.273533], [1.779941, -5.129990, 4.457826], [0.686708, 2.083390, -3.398623], [2.647305, -2.005711, 5.581695], [-2.804377, 1.529604, -1.655093], [0.892752, 1.970457, 1.140179], [1.886992, -3.071775, 3.880695], [-2.455076, 1.724638, 0.234130], [2.889365, 3.514554, 2.281067], [3.966480, 0.034153, -3.654085], [-3.237855, 4.058011, 0.602598], [1.103408, 3.259577, 0.651030], [-4.254384, 1.775362, 1.985480], [-2.246214, 3.607662, 0.590538], [-4.932176, 1.688195, 0.333941], [-2.528278, 0.290832, -2.225371], [-0.018741, -1.557513, -2.793543], [1.322232, -2.112586, 3.019648], [4.739656, -2.805351, 3.923534], [-3.372694, 2.540151, -2.417584], [-3.656825, 2.302804, -3.757755], [3.151133, -0.110823, -2.551495], [2.257890, 5.038490, 0.908158], [-4.173486, 1.299238, 1.012356], [-4.140536, -1.519955, -0.581462], [-3.219021, -2.061947, -0.379510], [2.743671, 2.213534, 2.734363], [-1.206318, -5.417206, 1.252798], [4.108604, -2.126936, 4.183102], [3.389213, 1.811328, 3.503444], [-3.380318, 1.067700, -4.326307], [1.604688, 1.515887, -3.479952], [0.402295, -4.722777, 2.987210], [1.969419, 0.630421, -2.460921], [-0.147335, -3.841194, 2.175312], [4.887062, -0.524362, -3.744997], [-1.274591, -2.819453, -2.719698], [-1.738672, -1.009208, -1.051994], [0.280451, -2.495285, 2.168228], [2.418011, 1.661253, -4.583216], [-1.777296, 3.729555, 1.564459], [-0.342948, -1.648636, 1.321606], [-2.600621, -0.905994, -4.016351], [4.606948, 1.100739, -6.033833], [2.089230, 4.025659, 1.249368]],
  "forces_ev_per_angstrom": [[0.00, 0.01, 0.00], [-0.01, -0.02, 0.02], [-0.01, 0.01, -0.01], [-0.06, 0.10, 0.04], [0.00, -0.01, -0.01], [0.01, 0.01, 0.03], [0.00, 0.00, 0.01], [-0.02, 0.04, -0.03], [-0.02, 0.00, 0.02], [0.00, 0.00, 0.00], [-0.02, -0.01, 0.01], [0.00, 0.00, 0.00], [-0.02, 0.00, 0.00], [0.01, 0.00, 0.00], [0.01, 0.00, 0.00], [-0.02, 0.00, 0.01], [0.07, -0.07, 0.02], [-0.10, 0.05, 0.21], [0.00, 0.01, 0.00], [0.01, 0.01, 0.00], [0.00, 0.00, 0.00], [0.00, 0.00, 0.00], [0.00, 0.00, 0.00], [0.30, -0.27, -0.16], [0.00, -0.01, 0.01], [0.00, 0.00, 0.00], [0.00, 0.01, -0.01], [0.01, 0.00, 0.02], [-0.02, 0.00, 0.00], [0.05, 0.05, -0.01], [0.00, 0.00, -0.01], [0.00, 0.00, 0.00], [0.00, 0.00, 0.00], [-0.03, 0.07, -0.01], [-0.12, -0.12, 0.01], [-0.02, -0.02, -0.02], [-0.01, 0.00, -0.05], [0.00, -0.03, 0.02], [0.00, -0.01, 0.00], [0.00, 0.01, -0.02], [0.04, 0.02, 0.00], [-0.01, 0.00, 0.00], [-0.01, 0.00, 0.02], [0.00, 0.01, 0.00], [0.00, -0.03, -0.02], [0.00, -0.01, -0.01], [0.01, 0.02, -0.01], [0.00, 0.00, -0.01], [0.02, -0.03, 0.01], [0.00, 0.00, -0.01], [0.00, 0.02, 0.01], [0.01, 0.00, 0.01], [0.02, -0.02, 0.01], [0.00, 0.01, -0.01], [0.00, -0.02, 0.01], [0.01, 0.02, -0.01], [0.00, 0.00, 0.00], [0.03, 0.00, 0.01], [0.00, 0.00, 0.00], [-0.01, 0.00, 0.00], [0.01, 0.00, 0.01], [0.01, 0.03, 0.00], [0.00, -0.01, -0.01], [-0.01, -0.03, 0.00], [0.00, 0.00, 0.00], [0.00, 0.00, -0.01], [-0.09, 0.05, -0.07], [0.01, -0.01, -0.01], [0.00, 0.00, -0.01], [0.00, 0.00, 0.00], [-0.02, 0.20, 0.05], [0.00, 0.00, -0.01], [0.00, 0.00, 0.00], [-0.03, 0.01, -0.04]],
  "lowdin_charge": [-0.0027, -0.3103, 0.0374, -0.2138, 0.0422, -0.0669, -0.6428, -0.0923, -0.0471, 0.0892, 0.0205, 0.0185, 0.1421, 0.0520, 0.1299, 0.0109, -0.5572, 0.6020, 0.1221, 0.1316, 0.1183, 0.1115, 0.0553, 1.2735, 0.0990, 0.1222, 0.1239, -0.2024, -0.1831, -0.1003, 0.1311, 0.1269, 0.1362, -0.4095, -0.2647, -0.1166, 1.0110, -0.0211, -0.0664, 0.0552, -0.0684, 0.0195, -0.2320, 0.0552, -0.4025, 0.0450, -0.0585, 0.1083, -0.0717, -0.0389, 0.0158, 0.1206, -0.2835, 0.0423, -0.2188, 0.0280, 0.0976, -0.0516, 0.1274, -0.0394, 0.0112, 0.1505, -0.1469, -0.2347, 0.1197, 0.0558, 1.1691, -0.2143, -0.0694, 0.0358, -0.3793, 0.1130, 0.7630, -0.0332]
}